{"formula": "C27H32As2N2O7W", "method": "ωB97M-V/def2-TZVPD", "charge": 2, "fmax_ev_per_a": 1.324, "e_lumo_ev": -7.915, "e_tot_ev": -169313.7069, "symbols": ["W", "C", "C", "C", "C", "C", "C", "C", "C", "C", "C", "H", "H", "H", "H", "H", "H", "H", "H", "H", "H", "H", "H", "H", "H", "O", "C", "O", "C", "C", "C", "C", "C", "C", "O", "N", "O", "O", "N", "O", "O", "H", "H", "C", "As", "C", "C", "C", "C", "C", "C", "C", "As", "C", "C", "H", "H", "H", "H", "H", "H", "H", "H", "H", "H", "H", "H", "H", "H", "H", "H"], "coordinates": [[-0.81, -0.22, 0.13], [-0.11, 4.31, -0.50], [-0.20, 3.59, 0.84], [-0.96, 4.46, 1.86], [-0.94, 2.27, 0.83], [-0.76, 1.41, 1.90], [-1.60, 0.27, 2.18], [-2.81, 0.15, 1.43], [-3.86, -0.84, 1.80], [-2.86, 0.88, 0.24], [-1.86, 1.83, -0.15], [0.30, 5.31, -0.33], [-1.08, 4.45, -0.96], [0.56, 3.81, -1.19], [0.80, 3.40, 1.22], [-1.98, 4.65, 1.53], [-0.45, 5.42, 1.96], [-1.00, 4.00, 2.85], [0.02, 1.64, 2.61], [-1.45, -0.30, 3.08], [-3.43, -1.71, 2.30], [-4.44, -1.16, 0.94], [-4.55, -0.35, 2.50], [-3.66, 0.67, -0.47], [-2.00, 2.35, -1.09], [-3.77, -0.84, -2.19], [-2.74, -1.34, -1.84], [-1.61, -0.59, -1.65], [-2.45, -2.78, -1.63], [-2.82, -3.78, -2.52], [-2.12, -4.97, -2.48], [-0.98, -5.13, -1.72], [-0.63, -4.11, -0.86], [-1.45, -3.00, -0.68], [-1.25, -2.10, 0.29], [0.76, -4.00, -0.41], [1.36, -4.96, -0.01], [1.24, -2.87, -0.56], [-2.52, -6.06, -3.40], [-1.83, -7.06, -3.39], [-3.49, -5.86, -4.09], [-3.59, -3.62, -3.26], [-0.35, -6.01, -1.85], [1.39, -0.32, 3.58], [1.51, -0.52, 1.64], [2.82, -1.94, 1.56], [2.53, 1.03, 1.06], [3.49, 1.58, 1.90], [4.26, 2.66, 1.48], [4.09, 3.18, 0.21], [3.16, 2.62, -0.65], [2.37, 1.56, -0.23], [1.10, 0.70, -1.40], [0.55, 1.80, -2.88], [2.13, -0.65, -2.32], [2.25, -0.82, 4.01], [0.49, -0.81, 3.95], [1.40, 0.72, 3.88], [3.62, -1.65, 2.24], [3.20, -2.06, 0.56], [2.37, -2.88, 1.89], [3.64, 1.18, 2.90], [4.99, 3.09, 2.15], [4.70, 4.01, -0.12], [3.04, 3.03, -1.65], [1.41, 2.33, -3.30], [-0.23, 2.50, -2.61], [0.16, 1.11, -3.63], [2.80, -0.13, -3.00], [1.45, -1.30, -2.88], [2.70, -1.25, -1.61]], "lowdin_charge": [1.433, -0.041, -0.350, -0.018, -0.242, -0.165, -0.165, -0.284, 0.021, -0.059, -0.113, 0.102, 0.098, 0.043, 0.134, 0.103, 0.100, 0.089, 0.110, 0.129, 0.104, 0.104, 0.120, 0.138, 0.134, 0.170, -0.480, -0.255, -0.039, 0.116, -0.091, 0.117, -0.043, -0.230, -0.212, -0.298, 0.173, -0.022, -0.346, 0.118, 0.121, 0.153, 0.152, -0.234, 1.184, -0.232, -0.407, -0.081, -0.032, -0.032, -0.086, -0.416, 1.159, -0.219, -0.214, 0.050, 0.038, 0.043, 0.052, 0.027, 0.047, 0.110, 0.125, 0.125, 0.110, 0.054, 0.017, 0.057, 0.060, 0.050, 0.021]}